Computed, not measured: one molecule with the formula H4N3O2P in a non-equilibrium geometry, with ωB97M-V with the def2-TZVPD basis set.

Geometry as ORCA input:
```
! wB97M-V def2-TZVPD RIJCOSX def2/J DEFGRID3
* xyz 0 1
P 0.10 -0.56 -0.11
O 0.46 -1.86 -0.67
O -1.69 0.92 -1.59
N 0.10 -0.52 1.56
N 1.08 0.70 -0.56
N -1.79 0.19 -0.65
H -0.28 0.32 1.98
H -0.27 -1.36 1.96
H 1.58 0.54 -1.42
H 0.71 1.64 -0.50
*
```

Values from the calculation:
SMILES string: NP(N)(=O)N=O
Highest occupied orbital energy in eV: -8.501
Orbital gap in eV: 8.09
Maximum force in eV/Å: 1.89
LUMO in eV: -0.4
Relative energy (zero: lowest compared OMol25 entry of this formula, charge and spin) in eV: 0.0000

Atomic partial charges in e from the natural (NBO) method, atoms 1 to 8: atom 1 (P): 2.101, atom 2 (O): -1.061, atom 3 (O): -0.258, atom 4 (N): -1.182, atom 5 (N): -1.199, atom 6 (N): -0.033, atom 7 (H): 0.399, atom 8 (H): 0.411